# 1
27
Properties=species:S:1:pos:R:3 method="wB97M-V/def2-TZVPD" de_lowest_ev=2.0724 lumo_energy_ev="-11.37 / -10.40" orbital_gap_ev="4.060 / 5.028" molar_mass_da=677.6 multiplicity=9 total_charge=+2
Cr -1.19282 3.25173 -1.08528
Cr -0.79904 2.48681 2.70070
S -0.64614 0.95832 0.44818
O -0.05103 2.23597 0.76188
O 0.31140 -0.10264 0.17257
O -1.37144 0.80979 1.72666
O -1.39094 1.31016 -0.75849
C -0.31776 -0.55361 -3.37014
Cl -2.02780 -0.99904 -3.65472
Cl 0.15631 0.92017 -4.31857
Cl 0.76529 -1.86178 -3.99837
H -0.11507 -0.49641 -2.30068
C 1.62355 -1.17953 3.03207
Cl 3.16971 -1.76238 3.58782
Cl 1.58601 0.61019 3.12045
Cl 0.28565 -1.87102 3.95478
H 1.58705 -1.50168 1.99140
C -3.98187 -0.73117 0.14749
Cl -4.65666 -2.40243 0.15586
Cl -4.43431 0.31012 1.56026
Cl -4.28608 0.10243 -1.33373
H -2.90428 -0.87874 0.21905
C 3.63225 0.20817 -0.52438
Cl 3.28491 0.50831 -2.22767
Cl 3.82706 1.68533 0.34567
Cl 5.12455 -0.70255 -0.29134
H 2.82160 -0.35455 -0.06145


# 2
54
Properties=species:S:1:pos:R:3 method="wB97M-V/def2-TZVPD" de_lowest_ev=7.3745 lumo_energy_ev="-4.53 / -4.53" orbital_gap_ev="5.401 / 5.402" molar_mass_da=522.0 total_charge=+1
Pd 0.84047 2.87304 -4.25670
C -1.81422 -5.09443 8.34863
O -1.23415 -5.54189 7.13267
C -1.08868 -4.64841 6.13298
C -0.51823 -5.14040 4.95554
C -0.32722 -4.30825 3.87821
C -0.69892 -2.96095 3.94187
C -1.26459 -2.48223 5.11589
C -1.46363 -3.31025 6.21156
C -0.47918 -2.11144 2.77184
N 0.03653 -2.51455 1.63221
C 0.05258 -1.39850 0.83881
C -0.45299 -0.31124 1.49174
N -0.79527 -0.77479 2.73914
C -0.54773 0.97482 0.88581
C -1.07475 2.06360 1.59374
C -1.16126 3.29591 1.00029
C -0.70553 3.39821 -0.31483
N -0.21014 2.37179 -0.97808
C -0.10195 1.15606 -0.45727
C 0.43815 -0.01340 -1.14884
N 0.88791 0.03730 -2.41699
C 1.38159 -0.98203 -3.08107
C 1.47468 -2.24287 -2.48639
C 1.03286 -2.37488 -1.18831
C 0.51014 -1.26356 -0.50463
H -1.84150 -5.95980 9.00347
H -2.83094 -4.72885 8.18820
H -1.20813 -4.31076 8.80869
H -0.23458 -6.18345 4.91748
H 0.11355 -4.68550 2.96571
H -1.56870 -1.44598 5.20873
H -1.90630 -2.90583 7.10928
H -1.19815 -0.25067 3.49451
H -1.41267 1.92352 2.61254
H -1.56111 4.16038 1.51148
H -0.74328 4.34095 -0.84562
H 1.70767 -0.79963 -4.09552
H 1.88361 -3.06893 -3.04955
H 1.07193 -3.31813 -0.66027
O 0.53795 1.65606 -2.55365
C 0.02016 3.39075 -7.34208
Si 1.18634 4.09014 -6.07363
C 0.77626 5.82673 -5.54809
C 2.98232 3.82821 -6.47850
H 0.14756 3.95917 -8.26913
H -1.02440 3.47871 -7.04015
H 0.22723 2.34329 -7.56597
H 0.92957 6.48462 -6.40967
H 1.42075 6.18140 -4.74254
H -0.26283 5.93210 -5.23295
H 3.21537 4.41203 -7.37491
H 3.21278 2.78423 -6.69570
H 3.64305 4.16860 -5.68001


# 3
29
Properties=species:S:1:pos:R:3 method="wB97M-V/def2-TZVPD" de_lowest_ev=0.5328 lumo_energy_ev="-13.91 / -14.27" orbital_gap_ev="5.677 / 5.304" molar_mass_da=742.2 multiplicity=2 total_charge=+3
Pt -0.36478 0.35964 0.29127
Cl -0.15501 -5.61918 3.91391
C 0.20173 -4.16129 3.28485
C -0.93032 -3.19824 3.05406
Cl -2.46886 -3.59970 3.57776
C -0.66655 -2.04081 2.42752
Cl -1.87481 -0.86698 2.09917
C 0.69116 -1.70146 2.04445
O 0.95550 -0.66104 1.43999
C 1.82703 -2.62029 2.42000
Cl 3.36271 -2.10820 2.08067
C 1.56151 -3.83119 2.99103
Cl 2.80205 -4.92175 3.34570
F -1.53909 1.14172 -1.05274
Sb -1.47213 -0.52712 -2.57554
F -1.27268 -2.10125 -3.48500
F -3.26406 -0.17340 -2.75213
F -1.75378 -1.44898 -0.93045
F -0.87089 0.83607 -3.67135
F 0.32972 -0.35018 -1.72319
C 0.76320 4.72557 -2.55215
C 0.12406 4.01889 -1.42143
O 0.73408 2.95006 -0.84895
H 0.22411 5.64424 -2.77901
H 0.74764 4.09361 -3.45260
H 1.81505 4.96097 -2.35606
H -0.95584 3.70499 -1.57479
H -0.16824 4.70696 -0.54918
H 1.61750 2.78833 -1.24581


# 4
112
Properties=species:S:1:pos:R:3 method="wB97M-V/def2-TZVPD" de_lowest_ev=0.9662 lumo_energy_ev=-5.80 orbital_gap_ev=6.273 molar_mass_da=1205.4 total_charge=+2
W -0.25811 0.35494 0.30848
C -1.13385 -4.87693 -3.16563
C -0.18312 -4.97821 -1.98418
N 0.60256 -3.76648 -1.75711
C 0.13261 -2.70670 -1.10496
S 1.30896 -1.41577 -0.75370
N -1.11326 -2.61834 -0.76381
N -1.43166 -1.54605 0.04307
C -2.53964 -1.64472 0.70119
C -3.47872 -2.79473 0.55980
C -2.83386 -0.56771 1.66332
C -3.96000 -0.59314 2.47115
C -4.17324 0.43820 3.37224
C -3.26204 1.47778 3.43359
C -2.16212 1.44166 2.59671
N -1.93950 0.43580 1.75033
H -1.68857 -5.80914 -3.27100
H -0.59015 -4.70334 -4.09361
H -1.85026 -4.06896 -3.01871
H 0.53138 -5.78784 -2.13033
H -0.73655 -5.18265 -1.06596
H 1.55476 -3.72469 -2.09190
H -4.50593 -2.43875 0.48791
H -3.41302 -3.44580 1.43560
H -3.23369 -3.37806 -0.31985
H -4.66452 -1.40769 2.40082
H -5.04549 0.42971 4.01183
H -3.39415 2.31020 4.10951
H -1.43752 2.24406 2.57410
N -4.95791 2.60926 -1.52375
C -4.44942 1.39748 -1.26128
N -3.28088 1.15886 -0.76290
C -2.42820 2.24356 -0.50360
N -1.21694 2.05366 -0.13506
N 1.48590 1.07743 0.37565
C 1.07364 1.55932 1.57420
C 0.89853 0.60477 2.66980
C 0.95208 0.82442 4.04764
C 0.67373 -0.23758 4.88081
C 0.29203 -1.47632 4.35018
C 0.18034 -1.59879 2.98751
N 0.49905 -0.58411 2.17052
C -2.96775 3.60220 -0.67668
C -2.22332 4.74323 -0.36889
C -2.73739 5.99930 -0.60713
C -4.01175 6.13816 -1.16366
C -4.76690 5.02685 -1.47194
C -4.23839 3.76208 -1.22394
H -5.86721 2.68621 -1.95069
H -5.09877 0.56158 -1.50342
H 1.10434 2.62692 1.79374
H 1.23064 1.79441 4.43589
H 0.74840 -0.11519 5.95365
H 0.07946 -2.31820 4.99251
H -0.15963 -2.51269 2.51411
H -1.23415 4.61139 0.04944
H -2.15768 6.87992 -0.36712
H -4.41259 7.12488 -1.35241
H -5.75583 5.12970 -1.90167
C -3.38870 3.01204 -4.92912
C -3.40905 1.63036 -4.77253
C -2.45132 1.00730 -3.98754
C -1.46559 1.76782 -3.36643
C -1.43963 3.14630 -3.52756
C -2.40715 3.76812 -4.30636
As -0.07670 0.89333 -2.34907
C 1.46693 2.01010 -2.52549
C 1.72332 3.19086 -1.85073
C 2.92269 3.84637 -2.08309
C 3.85075 3.30404 -2.96618
C 3.59597 2.10921 -3.62064
C 2.39254 1.44542 -3.40330
C 1.98722 0.16044 -4.01511
C 2.74306 -0.57637 -4.91684
C 2.23674 -1.75990 -5.43661
C 0.97727 -2.21221 -5.06869
C 0.21599 -1.49091 -4.15551
C 0.72645 -0.31717 -3.62819
H -4.13008 3.49550 -5.55204
H -4.16322 1.03812 -5.27491
H -2.47090 -0.07045 -3.87357
H -0.66546 3.74097 -3.05912
H -2.38177 4.84231 -4.43506
H 0.99973 3.58451 -1.14513
H 3.14140 4.77603 -1.57500
H 4.78502 3.82026 -3.14322
H 4.33432 1.70298 -4.29995
H 3.71931 -0.22801 -5.22809
H 2.82442 -2.32683 -6.14682
H 0.58519 -3.12198 -5.50389
H -0.76134 -1.85656 -3.86158
C 5.67860 -4.39934 -4.59402
C 5.06733 -3.93185 -3.30448
C 5.12469 -2.59808 -2.92234
C 4.57678 -2.14610 -1.72637
C 4.68943 -0.68460 -1.38603
C 3.93511 -3.08355 -0.90041
Te 2.91144 -2.38444 0.79192
C 3.87980 -4.44641 -1.24474
C 3.26751 -5.49975 -0.35957
C 4.44813 -4.83922 -2.44988
H 6.01966 -3.56208 -5.20026
H 4.96293 -4.98081 -5.17660
H 6.53664 -5.04482 -4.39995
H 5.62308 -1.88474 -3.56879
H 5.36589 -0.19062 -2.08155
H 5.07117 -0.53842 -0.37519
H 3.72858 -0.16409 -1.43843
H 2.29736 -5.20139 0.03766
H 3.91741 -5.70652 0.49364
H 3.14572 -6.43407 -0.90597
H 4.41765 -5.88792 -2.72549


# 5
12
Properties=species:S:1:pos:R:3 method="wB97M-V/def2-TZVPD" de_lowest_ev=4.4256 lumo_energy_ev="0.19 / 0.19" orbital_gap_ev="8.588 / 8.586" molar_mass_da=127.1
C -0.09609 -0.39731 0.83556
N 0.42449 1.34717 -1.04403
O -0.65087 -0.77721 -1.75516
O 1.72812 -0.76972 -1.17514
O -1.32061 -0.03289 1.19991
O 0.81715 -0.14358 1.74573
S 0.42021 -0.30464 -0.95445
H -0.24423 -2.35477 0.34998
H 1.24408 1.91449 -1.30178
H -0.46247 1.81515 -1.03131
H -2.06414 -0.39427 0.57531
H 0.20436 0.09757 2.55539


# 6
87
Properties=species:S:1:pos:R:3 method="wB97M-V/def2-TZVPD" de_lowest_ev=1.7063 lumo_energy_ev="-2.93 / -2.79" orbital_gap_ev="7.116 / 7.281" molar_mass_da=891.8 multiplicity=2 total_charge=+1
Ru 0.31658 -0.56288 -0.66145
O -1.51716 2.03697 2.23680
S -1.85688 0.85628 1.47133
O -2.42917 1.10778 0.17150
N -0.57153 -0.11319 1.26756
C 0.33856 -0.23774 2.32820
C 0.19420 0.16473 3.63924
C 1.23870 -0.04208 4.56415
C 2.40106 -0.66649 4.21560
C 2.55433 -1.14939 2.89737
C 3.68007 -1.87815 2.46206
C 3.71131 -2.36871 1.19234
C 2.63804 -2.10634 0.32857
N 1.59083 -1.38721 0.67990
C 1.52437 -0.92309 1.96795
C -2.99543 -0.03113 2.50322
C -3.09842 -1.41575 2.47534
C -3.97104 -2.05042 3.34591
C -4.72790 -1.30818 4.24173
C -4.61277 0.07415 4.27177
C -3.73814 0.71770 3.40992
H -0.70704 0.65428 3.97188
H 1.09893 0.30529 5.57937
H 3.20029 -0.81212 4.92999
H 4.49483 -2.06084 3.15189
H 4.54231 -2.95574 0.82842
H 2.63920 -2.52459 -0.66032
H -2.49316 -1.99504 1.79381
H -4.04757 -3.12991 3.33513
H -5.39557 -1.80996 4.93003
H -5.19607 0.65355 4.97504
H -3.62594 1.79262 3.43416
Cl 4.07556 -5.47827 -5.21740
C 3.06174 -4.50886 -4.19792
C 1.89648 -5.08149 -3.65602
C 1.06522 -4.34520 -2.85949
Cl -0.36189 -5.06574 -2.20076
C 1.32719 -2.97390 -2.55494
O 0.47633 -2.31280 -1.85677
C 2.52912 -2.44468 -3.09069
C 2.90882 -1.10039 -2.78318
O 2.27726 -0.32899 -2.05961
C 3.37934 -3.21492 -3.91572
H 1.65790 -6.11479 -3.86911
H 3.84573 -0.73522 -3.23342
H 4.28164 -2.76849 -4.31554
C -4.75580 -2.39950 -0.97149
N -4.06979 -1.64254 -2.00561
C -4.63740 -1.15320 -3.16575
C -3.69057 -0.47561 -3.82334
N -2.51418 -0.55382 -3.05868
C -2.77367 -1.26913 -1.93063
S -1.82860 -1.71048 -0.63217
C -1.31877 0.08142 -3.47093
C -1.15673 0.25365 -4.84048
C -0.14065 1.06681 -5.29866
C 0.67280 1.68436 -4.36850
C 0.49235 1.37787 -3.03640
N -0.46472 0.56175 -2.55866
H -5.77533 -2.57390 -1.30201
H -4.75370 -1.83539 -0.03876
H -4.25029 -3.35111 -0.81242
H -5.67057 -1.32291 -3.40962
H -3.75075 0.09674 -4.72797
H -1.81725 -0.24643 -5.53125
H -0.00283 1.22062 -6.36041
H 1.46734 2.35697 -4.65740
H 1.16937 1.79464 -2.31215
C 0.66357 4.54455 2.92153
C 1.77699 5.16311 2.08556
C 3.15184 4.76415 2.61340
C 1.61293 4.85285 0.59623
N 1.63907 3.41893 0.28282
C 0.63989 2.55974 0.11691
N 1.17054 1.37436 -0.10797
N 2.51654 1.53645 -0.07662
N 2.80068 2.75513 0.15933
H 0.76358 4.85099 3.96311
H 0.69835 3.45405 2.89632
H -0.32768 4.84781 2.57860
H 1.69082 6.25300 2.13900
H 3.28909 3.68203 2.58537
H 3.25851 5.08426 3.64988
H 3.95832 5.21857 2.03547
H 2.41690 5.29869 0.01287
H 0.65880 5.22450 0.22396
H -0.40925 2.79535 0.16970


# 7
111
Properties=species:S:1:pos:R:3 method="wB97M-V/def2-TZVPD" de_lowest_ev=25.0317 lumo_energy_ev=0.38 orbital_gap_ev=8.774 molar_mass_da=622.8
C -12.53016 -17.74981 -21.06230
O -12.11879 -17.64595 -22.42879
C -10.69452 -17.92912 -22.60433
C -10.42333 -17.98648 -24.16254
O -11.34129 -18.89106 -24.74528
C -11.09133 -19.20937 -26.08658
H -13.61552 -17.70042 -21.14987
H -12.07217 -16.91266 -20.53551
H -12.46515 -18.75609 -20.64845
H -10.41815 -18.87632 -22.14115
H -10.35900 -17.11727 -21.95902
H -9.40219 -18.26512 -24.42279
H -10.58194 -16.96431 -24.50620
H -11.76996 -19.92337 -26.55323
H -10.10164 -19.56444 -26.37384
H -11.18369 -18.25469 -26.60441
C -13.55846 -18.77304 -16.86176
O -13.63142 -20.12799 -16.34199
C -14.70861 -20.32712 -15.47330
C -14.66004 -21.74444 -14.87480
O -15.85849 -21.98489 -13.98284
C -15.65130 -21.77886 -12.58859
H -13.69438 -18.00327 -16.10210
H -14.45544 -18.55007 -17.43953
H -12.57447 -18.59736 -17.29649
H -15.65748 -20.24140 -16.00283
H -14.66816 -19.58793 -14.67327
H -13.73000 -21.92771 -14.33671
H -14.66867 -22.35034 -15.78085
H -16.51344 -21.50378 -11.98102
H -15.04123 -20.88154 -12.48506
H -15.08606 -22.57901 -12.11072
C -16.43578 -19.56908 -18.37180
O -16.88070 -20.09419 -19.65679
C -17.00823 -19.11907 -20.64605
C -17.62839 -19.54783 -22.06597
O -18.24841 -20.80828 -22.03729
C -19.47873 -20.77447 -21.31673
H -15.54480 -18.95948 -18.52221
H -16.20430 -20.43285 -17.74856
H -17.21490 -19.01057 -17.85301
H -16.06661 -18.60104 -20.82793
H -17.54359 -18.28530 -20.19181
H -16.70394 -19.53414 -22.64331
H -18.20485 -18.81077 -22.62503
H -19.21842 -20.29059 -20.37535
H -19.85460 -21.78789 -21.17608
H -20.22854 -20.35398 -21.98687
C -8.62761 -18.48428 -20.57661
O -9.61453 -17.57156 -20.13677
C -10.47543 -18.20118 -19.24760
C -11.47540 -17.21190 -18.59781
O -10.86765 -16.35912 -17.68272
C -11.81059 -15.33211 -17.33093
H -9.18079 -19.30100 -21.04035
H -7.99065 -18.80548 -19.75246
H -7.98323 -18.15740 -21.39270
H -9.83477 -18.55685 -18.44066
H -10.96371 -19.05113 -19.72432
H -12.25916 -17.75898 -18.07385
H -11.99667 -16.74445 -19.43319
H -12.68385 -15.72169 -16.80771
H -12.20824 -14.75976 -18.16901
H -11.29855 -14.72884 -16.58126
C -16.47124 -16.26845 -21.56512
O -16.61830 -16.52954 -20.16107
C -16.11935 -15.48796 -19.25976
C -14.60301 -15.56274 -18.97412
O -14.23490 -16.71840 -18.31139
C -14.10979 -16.62166 -16.92850
H -16.96195 -15.32318 -21.79704
H -16.92437 -17.07725 -22.13838
H -15.47599 -16.20803 -22.00547
H -16.67205 -15.69115 -18.34251
H -16.32513 -14.46887 -19.58720
H -14.35146 -14.64361 -18.44495
H -14.02169 -15.60690 -19.89511
H -13.37174 -15.84083 -16.74493
H -13.65486 -17.45962 -16.40032
H -15.04842 -16.25819 -16.51024
C -14.45158 -18.55572 -26.95359
O -15.00069 -18.69476 -25.67087
C -13.98830 -18.88716 -24.67751
C -14.49772 -18.88827 -23.31640
O -15.23586 -20.04993 -22.94478
C -14.91700 -20.43194 -21.63761
H -13.68110 -17.79301 -26.84080
H -15.02800 -18.08146 -27.74789
H -13.99323 -19.49729 -27.25599
H -13.04535 -18.34585 -24.75443
H -13.64739 -19.91946 -24.75631
H -14.98516 -17.92985 -23.13775
H -13.61272 -18.83962 -22.68196
H -13.88884 -20.76158 -21.48825
H -15.67316 -21.13689 -21.29211
H -15.07603 -19.53872 -21.03348
O -12.97299 -21.42666 -19.97197
H -12.62232 -22.19811 -20.41710
H -13.88826 -21.38505 -20.24907
C -13.68650 -18.91441 -19.33386
O -12.43727 -19.46332 -19.12291
H -13.70590 -17.82911 -19.23457
H -14.06375 -19.01561 -20.35147
H -14.27398 -19.43490 -18.57752
H -12.59528 -20.32084 -19.52452
C -14.36309 -21.86626 -17.86953
O -14.43234 -22.99258 -18.71043
H -14.28140 -22.27329 -16.86169
H -13.54193 -21.17125 -18.04495
H -15.38550 -21.51473 -18.00808
H -14.41289 -22.63511 -19.60118